[1]
ORCA calculation (the ωB97M-V functional and the def2-TZVPD basis) on a structure of composition Cl4FMg at a distorted geometry.

Results
spin multiplicity: 1
total charge: -3
E_LUMO: 0.3178 Ha
E: -58256.050 eV
energy above the lowest of the compared OMol25 structures with the same formula, charge and spin: 0.21 kcal per mole

Geometry (Å):
Mg 0.032 0.126 -0.001
F -0.223 0.737 -1.842
Cl 2.137 -1.092 -0.145
Cl -1.375 -2.312 -0.827
Cl 1.097 2.282 0.894
Cl -1.669 0.260 1.922


[2]
ORCA calculation (the ωB97M-V functional and the def2-TZVPD basis) on a structure of composition C4H6NO3 at a distorted geometry.

Results
spin multiplicity: 1
total charge: -1
E_LUMO: 0.1146 Ha
E: -11875.266 eV
energy above the lowest of the compared OMol25 structures with the same formula, charge and spin: 119.99 kcal per mole

Geometry (Å):
O -2.138 0.709 -1.217
C -1.399 -0.180 -0.532
C 0.174 0.187 -0.638
C 0.359 1.222 0.544
N 1.125 -0.836 -0.627
C 1.359 -1.445 0.547
O -1.826 -0.986 0.276
O 2.396 -1.931 0.998
H -1.706 -0.338 -1.715
H 0.189 0.815 -1.529
H -0.591 1.783 0.650
H 1.168 1.952 0.605
H 0.446 0.628 1.467
H 0.442 -1.581 1.171


[3]
ORCA calculation (the ωB97M-V functional and the def2-TZVPD basis) on a structure of composition C3H14NOPdS at a distorted geometry.

Results
spin multiplicity: 3
total charge: -1
E_LUMO (alpha / beta): 0.1131 / 0.1101 Ha
E: -21185.132 eV
expectation value of S²: 2.007
energy above the lowest of the compared OMol25 structures with the same formula, charge and spin: 0.00 kcal per mole

Geometry (Å):
C -1.070 -2.299 -2.067
Pd -0.517 -0.832 -0.753
N -2.262 -0.843 0.441
H 0.965 -1.012 -1.372
H 0.469 -2.050 -0.388
H -0.125 -2.708 -2.461
H -1.636 -1.703 -2.790
H -1.659 -2.977 -1.449
H -2.672 0.068 0.431
H -2.019 -1.139 1.414
H -2.874 -1.551 0.011
C 1.305 2.065 2.239
S 0.861 0.803 1.009
C 1.208 1.759 -0.476
O 1.896 -0.292 1.149
H 0.757 3.023 2.113
H 2.330 2.203 1.996
H 1.195 1.601 3.188
H 2.275 1.694 -0.666
H 0.637 1.406 -1.336
H 0.935 2.785 -0.233


[4]
ORCA calculation (the ωB97M-V functional and the def2-TZVPD basis) on a cluster of 17 separate species, C38H119N9O17 in total at a distorted geometry.

Results
spin multiplicity: 1
E_LUMO: 0.0058 Ha
E: -89545.911 eV

Geometry (Å):
C -1.369 -2.594 3.746
O -2.717 -2.740 3.309
H -1.259 -1.557 4.062
H -1.132 -3.111 4.675
H -0.673 -2.868 2.954
H -3.213 -2.794 4.129
C 2.446 -2.487 -6.327
O 1.759 -1.960 -7.494
H 2.890 -1.649 -5.790
H 1.691 -2.970 -5.707
H 3.236 -3.212 -6.522
H 1.306 -2.746 -7.810
O 0.452 -3.377 -1.408
H 1.025 -3.608 -0.677
H 0.599 -2.440 -1.541
O -2.594 2.597 -0.764
H -2.393 3.533 -0.772
H -3.455 2.539 -0.351
O -3.253 -2.028 0.751
H -4.205 -2.112 0.686
H -3.065 -2.152 1.681
O 3.619 1.418 -4.679
H 3.442 1.185 -5.590
H 4.295 0.801 -4.400
O 2.795 2.067 -2.010
H 2.115 1.396 -1.942
H 3.039 2.069 -2.935
O -2.603 1.131 3.671
H -2.117 1.123 2.847
H -3.476 0.816 3.438
C 3.117 5.818 1.318
C 3.143 4.674 2.326
C 1.955 3.711 2.236
O 0.807 4.429 2.631
C -0.255 3.481 2.873
N 4.378 3.983 2.160
H 3.752 6.626 1.680
H 2.092 6.164 1.189
H 3.501 5.477 0.357
H 3.147 5.224 3.267
H 2.050 2.824 2.863
H 1.919 3.248 1.250
H -0.345 3.010 1.894
H -1.184 3.991 3.128
H -0.031 2.734 3.634
H 4.698 3.996 1.202
H 4.170 3.002 2.280
C 1.365 5.509 -2.263
C 0.253 4.805 -1.524
C -1.028 5.686 -1.282
O -1.909 4.920 -0.400
C -2.846 5.697 0.338
N -0.082 3.571 -2.233
H 2.251 4.877 -2.320
H 1.577 6.385 -1.651
H 0.947 5.905 -3.189
H 0.610 4.509 -0.538
H -1.534 5.955 -2.209
H -0.768 6.658 -0.863
H -3.302 6.406 -0.353
H -2.403 6.323 1.112
H -3.704 5.167 0.751
H -0.788 3.133 -1.659
H 0.648 2.875 -2.165
C 0.411 0.358 5.798
C 1.523 0.884 6.669
C 2.154 2.195 6.122
O 2.763 2.859 7.228
C 2.894 4.229 6.832
N 0.948 1.103 8.003
H 0.851 0.133 4.827
H -0.483 0.978 5.738
H 0.002 -0.562 6.217
H 2.350 0.175 6.706
H 1.365 2.681 5.548
H 2.944 2.071 5.382
H 3.346 4.367 5.849
H 3.597 4.657 7.547
H 2.022 4.832 7.084
H 1.694 1.509 8.550
H 0.849 0.209 8.464
C 3.731 -1.727 -1.740
C 5.265 -1.625 -1.624
C 5.859 -0.606 -2.623
O 5.361 -0.688 -4.005
C 5.709 -1.980 -4.677
N 5.597 -1.349 -0.265
H 3.101 -0.899 -1.413
H 3.417 -2.614 -1.190
H 3.443 -1.995 -2.757
H 5.714 -2.589 -1.863
H 6.930 -0.760 -2.494
H 5.664 0.446 -2.419
H 6.783 -2.145 -4.598
H 5.562 -1.916 -5.756
H 5.321 -2.855 -4.154
H 6.583 -1.133 -0.242
H 5.657 -2.242 0.202
C -6.778 6.205 -0.377
C -6.233 4.881 -1.031
C -6.277 3.552 -0.195
O -5.788 2.403 -0.885
C -5.535 1.298 -0.097
N -6.998 4.797 -2.242
H -7.855 6.093 -0.254
H -6.592 7.040 -1.052
H -6.274 6.418 0.566
H -5.165 5.050 -1.166
H -7.306 3.336 0.093
H -5.581 3.630 0.641
H -5.305 0.431 -0.716
H -6.389 1.107 0.552
H -4.693 1.419 0.585
H -6.604 3.912 -2.527
H -6.670 5.464 -2.925
C 0.546 -0.606 1.064
C -0.316 0.412 0.250
C -0.561 -0.102 -1.248
O 0.664 -0.033 -1.950
C 0.632 -0.333 -3.379
N -1.592 0.507 0.904
H 1.541 -0.652 0.622
H 0.009 -1.532 1.270
H 0.650 -0.165 2.056
H 0.158 1.391 0.175
H -1.249 0.531 -1.809
H -1.018 -1.091 -1.221
H 1.605 -0.099 -3.811
H -0.102 0.227 -3.957
H 0.156 -1.312 -3.436
H -2.023 -0.405 0.851
H -2.001 1.194 0.287
C -1.665 -6.401 -1.856
C -2.516 -5.361 -1.163
C -2.406 -5.395 0.354
O -2.637 -6.655 0.920
C -2.722 -6.626 2.365
N -2.211 -3.997 -1.675
H -2.037 -7.413 -1.700
H -0.647 -6.364 -1.468
H -1.665 -6.246 -2.935
H -3.582 -5.465 -1.365
H -3.155 -4.681 0.695
H -1.425 -5.092 0.720
H -3.615 -6.101 2.704
H -1.843 -6.106 2.746
H -2.671 -7.669 2.677
H -2.706 -3.296 -1.143
H -1.225 -3.795 -1.585
C -1.877 -1.459 -5.807
C -2.232 -2.881 -6.188
C -3.355 -3.586 -5.360
O -3.676 -4.824 -6.014
C -4.701 -5.659 -5.418
N -2.487 -2.828 -7.588
H -2.687 -0.743 -5.943
H -1.000 -0.972 -6.233
H -1.859 -1.383 -4.720
H -1.345 -3.513 -6.147
H -4.252 -2.967 -5.348
H -3.167 -3.706 -4.293
H -4.727 -5.665 -4.329
H -4.566 -6.713 -5.662
H -5.677 -5.285 -5.729
H -2.052 -1.973 -7.905
H -3.424 -2.453 -7.530
C 4.120 -5.094 4.972
C 3.228 -3.799 4.874
C 3.884 -2.825 3.832
O 3.001 -1.687 3.724
C 3.478 -0.642 2.868
N 1.902 -4.178 4.486
H 3.716 -5.742 5.751
H 5.132 -4.877 5.314
H 4.162 -5.706 4.071
H 3.211 -3.277 5.830
H 3.978 -3.318 2.865
H 4.901 -2.564 4.124
H 4.409 -0.173 3.187
H 2.730 0.147 2.784
H 3.731 -1.085 1.905
H 1.403 -4.649 5.227
H 1.459 -3.271 4.456


[5]
ORCA calculation (the ωB97M-V functional and the def2-TZVPD basis) on an isolated molecule of C8H15N3O4S at a distorted geometry.

Results
spin multiplicity: 1
E_LUMO: 0.0144 Ha
E: -32033.480 eV
SMILES: NC(=O)CC[C@H](NC(=O)[C@@H](N)CS)C(=O)O
energy above the lowest of the compared OMol25 structures with the same formula, charge and spin: 79.07 kcal per mole

Geometry (Å):
C -2.839 -0.338 0.636
C -1.450 -0.622 0.239
C -3.801 -0.369 -0.671
C 0.895 0.108 0.453
C 0.680 1.464 -0.372
C 1.465 -0.870 -0.592
C 2.815 -0.470 -1.077
C 3.779 -0.034 0.152
H -3.649 1.215 2.141
H -2.808 1.685 0.838
H -3.275 -1.114 1.228
H -3.649 -1.206 -1.295
H -3.470 0.430 -1.311
H -6.042 -0.662 0.621
H -0.726 0.573 1.613
H 1.588 0.421 1.276
H 1.376 -1.952 -0.258
H 0.890 -0.815 -1.732
H 2.917 0.324 -1.797
H 3.116 -1.365 -1.664
H 5.340 -0.532 1.271
H 4.925 -1.598 -0.034
H 2.505 1.828 -0.606
N -2.894 0.915 1.430
N -0.394 -0.306 1.038
N 4.729 -0.889 0.572
O -1.207 -1.234 -0.819
O -0.500 1.838 -0.508
O 3.477 1.132 0.652
O 1.687 2.165 -1.055
S -5.482 0.277 -0.371


[6]
ORCA calculation (the ωB97M-V functional and the def2-TZVPD basis) on an isolated molecule of C8H12N2OS at a distorted geometry.

Results
spin multiplicity: 1
E_LUMO: 0.0107 Ha
E: -24353.242 eV
SMILES: CCn1c(O)c(C)c(C)nc1=S
energy above the lowest of the compared OMol25 structures with the same formula, charge and spin: 25.62 kcal per mole

Geometry (Å):
S -0.541 -3.339 0.504
N 1.346 -1.557 0.096
O -1.364 1.500 -0.701
C -0.020 -1.808 0.110
C 1.784 -0.346 -0.084
C -0.487 0.490 -0.367
C 0.872 0.769 -0.413
N -0.964 -0.766 -0.069
C 3.278 -0.149 -0.188
C 1.478 2.130 -0.759
C -2.947 -0.826 1.429
C -2.430 -0.989 -0.004
H -0.867 2.359 -0.728
H 3.812 -1.064 0.075
H 3.517 0.096 -1.202
H 3.606 0.596 0.525
H 0.749 2.832 -1.238
H 2.314 2.006 -1.458
H 1.855 2.644 0.142
H -3.996 -0.998 1.525
H -2.800 0.219 1.760
H -2.432 -1.527 2.077
H -2.747 -1.972 -0.384
H -3.016 -0.301 -0.649


Repeat the first record exactly.
ORCA calculation (the ωB97M-V functional and the def2-TZVPD basis) on a structure of composition Cl4FMg at a distorted geometry.

Results
spin multiplicity: 1
total charge: -3
E_LUMO: 0.3178 Ha
E: -58256.050 eV
energy above the lowest of the compared OMol25 structures with the same formula, charge and spin: 0.21 kcal per mole

Geometry (Å):
Mg 0.032 0.126 -0.001
F -0.223 0.737 -1.842
Cl 2.137 -1.092 -0.145
Cl -1.375 -2.312 -0.827
Cl 1.097 2.282 0.894
Cl -1.669 0.260 1.922


> Which formula does entry 1 have?

Cl4FMg


> Number 1 is which compound?

Cl4FMg